A structure of composition C31H25N3O2SiTi in a non-equilibrium geometry. Source: OMol25; level of theory: ωB97M-V/def2-TZVPD.

Last column: natural (NBO) charge in e.
Positions of all 63 atoms, in Å:
Ti  1.32  -0.44  -0.73  1.307
O  -2.79  -2.55  -3.40  -0.652
C  -2.53  -1.40  -4.03  0.385
C  -3.31  -1.07  -5.14  -0.277
C  -3.08  0.10  -5.83  -0.130
C  -2.07  0.98  -5.44  -0.258
C  -1.30  0.68  -4.34  -0.138
C  -1.51  -0.52  -3.63  -0.211
C  -0.64  -0.82  -2.52  0.603
O  0.33  0.02  -2.17  -0.710
N  -0.71  -1.97  -1.88  -0.415
N  0.33  -2.04  -1.02  -0.292
C  0.75  -3.14  -0.43  0.026
C  2.04  -3.01  0.16  0.172
C  2.75  -4.05  0.76  -0.206
C  4.04  -3.84  1.18  -0.109
C  4.63  -2.58  0.99  -0.241
C  3.88  -1.58  0.41  0.095
N  2.61  -1.76  0.01  -0.590
H  -2.13  -2.71  -2.70  0.511
H  -4.10  -1.75  -5.43  0.238
H  -3.69  0.32  -6.70  0.227
H  -1.90  1.90  -5.98  0.227
H  -0.53  1.35  -4.00  0.228
H  0.19  -4.07  -0.47  0.236
H  2.28  -5.02  0.86  0.246
H  4.61  -4.63  1.64  0.245
H  5.65  -2.39  1.30  0.250
H  4.30  -0.60  0.27  0.217
C  1.47  4.39  -0.93  -0.196
C  2.17  3.20  -1.08  -0.177
C  1.71  2.07  -0.43  -0.246
C  0.55  2.07  0.36  -0.330
C  -0.14  3.28  0.47  -0.214
C  0.32  4.43  -0.15  -0.172
Si  -0.03  0.42  1.17  1.077
C  0.83  0.38  2.85  -0.394
C  1.45  -0.77  3.34  -0.238
C  2.10  -0.77  4.57  -0.204
C  2.14  0.40  5.32  -0.194
C  1.53  1.55  4.85  -0.205
C  0.87  1.54  3.63  -0.208
C  -1.91  0.38  1.25  -0.513
C  -2.65  0.60  0.09  -0.201
C  -4.04  0.60  0.12  -0.196
C  -4.70  0.37  1.32  -0.189
C  -3.98  0.14  2.48  -0.226
C  -2.59  0.14  2.44  -0.127
H  1.82  5.28  -1.43  0.231
H  3.06  3.17  -1.69  0.226
H  2.33  1.16  -0.51  0.103
H  -1.05  3.31  1.06  0.228
H  -0.21  5.36  -0.02  0.230
H  1.42  -1.68  2.75  0.196
H  2.56  -1.67  4.94  0.216
H  2.65  0.40  6.28  0.224
H  1.57  2.46  5.44  0.224
H  0.39  2.45  3.28  0.213
H  -2.14  0.80  -0.85  0.205
H  -4.60  0.78  -0.79  0.221
H  -5.78  0.38  1.35  0.224
H  -4.49  -0.03  3.41  0.222
H  -2.03  -0.03  3.36  0.208

Results
**Gap between HOMO and LUMO (alpha / beta)**: 6.3 / 6.2 eV
**Electronic energy**: -2649.82224 hartree
**HOMO energy (alpha / beta)**: -0.39250 / -0.39640 Eh
**Net charge**: +1
**⟨S²⟩**: 0.79
**Spin multiplicity**: 2